(1)
{
  "formula": "C7H19NOSi2",
  "method": "ωB97M-V with the def2-TZVPD basis set",
  "de_lowest_kcal_mol": 20.9,
  "fmax_ha_per_bohr": 0.0566,
  "homo_energy_ev": -9.3,
  "elements": ["C", "Si", "C", "C", "N", "C", "O", "Si", "C", "C", "C", "H", "H", "H", "H", "H", "H", "H", "H", "H", "H", "H", "H", "H", "H", "H", "H", "H", "H", "H"],
  "positions_angstrom": [[-1.658691, 1.972596, -0.398635], [-1.420955, 0.550659, 0.852471], [-2.242450, -1.046247, 0.341438], [-2.029428, 0.857879, 2.626950], [0.268592, 0.048017, 0.697742], [0.822061, -0.474647, 1.823679], [0.321067, -0.790778, 2.872888], [1.317148, -0.308114, -0.774114], [2.960834, 0.564897, -0.711504], [1.676983, -2.117910, -1.002107], [0.472469, 0.208857, -2.348873], [-0.930844, 2.707493, -0.519877], [-1.738819, 1.466214, -1.353207], [-2.534850, 2.448993, 0.054427], [-2.403536, -1.183960, -0.723392], [-3.170755, -1.218425, 0.899812], [-1.590119, -1.936586, 0.578245], [-3.059836, 1.216739, 2.466978], [-1.375596, 1.659596, 2.996613], [-1.998878, 0.028679, 3.362387], [1.920850, -0.707998, 1.984212], [3.843529, 0.146578, -0.253947], [2.810747, 1.608150, -0.397663], [3.302386, 0.680710, -1.780797], [2.221932, -2.315550, -1.923404], [0.684448, -2.634213, -1.086631], [2.346127, -2.442589, -0.199596], [-0.487035, -0.267261, -2.395020], [1.143682, -0.044498, -3.203973], [0.528941, 1.322724, -2.485103]],
  "forces_ev_per_a": [[-1.053, -1.802, 1.611], [0.122, -0.949, -0.010], [0.011, -1.238, 0.081], [0.491, 0.440, -0.648], [1.844, -0.220, -0.475], [2.546, -0.883, 1.103], [-2.166, 0.116, 0.836], [0.159, 0.229, 0.189], [0.185, 1.179, -1.436], [-0.828, -0.174, 0.257], [1.700, 1.564, -0.397], [1.525, 1.116, 0.242], [-0.840, 0.219, -0.222], [-0.395, 0.075, -0.996], [-0.394, 0.242, -0.282], [-0.034, 0.044, -0.363], [-0.395, 1.059, 0.189], [0.253, 0.123, 0.402], [-0.481, 0.067, 0.295], [0.024, 0.386, -0.902], [-0.119, 0.635, -1.975], [-0.079, -0.272, 0.689], [0.213, -0.229, 0.233], [-0.514, -0.203, 0.692], [-0.041, 0.274, -0.208], [1.041, -0.075, 0.453], [-0.549, -0.464, 0.122], [-0.654, 0.177, -0.555], [-0.591, -0.652, 0.612], [-0.979, -0.784, 0.462]]
}

=====

(2)
{
  "formula": "C6H10B3BeCl2F12N2Ni",
  "method": "ωB97M-V with the def2-TZVPD basis set",
  "charge": 1,
  "s2": 2.003,
  "fmax_ha_per_bohr": 0.1295,
  "homo_energy_ev": -12.5,
  "multiplicity": 3,
  "elements": ["Be", "Ni", "B", "F", "F", "F", "F", "B", "F", "F", "F", "F", "B", "F", "F", "F", "F", "C", "C", "N", "H", "H", "H", "C", "C", "N", "H", "H", "H", "Cl", "C", "C", "Cl", "H", "H", "H", "H"],
  "positions_angstrom": [[2.946577, -0.563764, 2.621577], [-2.231875, 1.009331, 2.127218], [-3.428574, 3.240118, 1.137072], [-3.205212, 2.115535, 0.288630], [-4.568763, 3.120439, 1.826518], [-2.342726, 3.119350, 2.056229], [-3.401378, 4.429192, 0.506838], [-0.401808, 0.256457, 3.847632], [-1.139733, -0.492751, 3.001922], [-0.743470, 0.159428, 5.160988], [0.938394, -0.114889, 3.768974], [-0.540759, 1.569008, 3.414535], [0.133110, 0.267010, 0.371171], [-0.879861, 1.118699, 0.774596], [0.957283, -0.036457, 1.383842], [-0.375803, -0.861290, -0.170362], [0.835922, 0.873250, -0.606890], [3.590765, 1.438970, -1.868044], [3.704792, 0.697376, -0.636330], [3.862412, 0.127658, 0.309893], [2.566157, 1.810738, -1.876416], [3.735909, 0.802828, -2.741167], [4.171936, 2.360979, -1.852569], [-1.017713, -3.584193, 1.657707], [0.307264, -2.948520, 1.628568], [1.329440, -2.457351, 1.553852], [-1.269483, -4.006368, 2.630584], [-1.056606, -4.444606, 0.989672], [-1.856801, -2.957933, 1.354686], [-1.699363, -1.614385, -5.172609], [-0.571749, -1.347554, -3.830686], [0.348603, -0.127117, -4.140073], [1.786340, -0.452243, -5.175323], [-0.000313, -2.258597, -3.653019], [-1.164594, -1.240520, -2.922296], [0.786411, 0.222273, -3.205004], [-0.104732, 0.769899, -4.561915]],
  "forces_ev_per_a": [[-3.404, 0.031, -3.205], [0.451, 2.885, -0.648], [-0.574, 1.497, -1.025], [-0.097, -1.153, 0.216], [-1.348, -1.030, 1.038], [1.101, -1.357, 1.176], [0.636, 0.250, -0.655], [1.028, 1.611, 3.220], [-2.160, -2.132, -1.675], [-0.486, -0.350, -0.178], [3.586, -0.977, -0.374], [-0.700, 0.648, -0.688], [0.342, -0.542, -3.019], [-1.244, 0.982, 0.740], [2.393, 0.051, 2.891], [-1.387, -1.596, -0.004], [1.111, 1.514, -1.148], [-0.884, 0.492, -0.008], [-0.057, 2.195, -3.691], [-0.196, -2.764, 6.057], [-0.262, -0.213, -0.150], [0.222, 0.109, 0.067], [0.515, -0.397, -0.037], [-0.253, -0.577, -0.064], [-1.898, -0.792, -0.061], [2.329, 0.776, 1.110], [0.367, 0.274, 0.218], [0.386, 0.065, -0.200], [0.474, 0.456, -0.027], [-0.082, -0.206, -0.107], [0.606, 0.659, -0.443], [0.184, -0.089, 1.096], [-0.360, -0.316, 0.062], [0.233, 0.126, -0.396], [0.060, 0.643, -0.108], [-0.082, -0.224, 0.182], [-0.549, -0.549, -0.163]]
}

=====

(3)
{
  "formula": "C5H14S",
  "method": "ωB97M-V with the def2-TZVPD basis set",
  "de_lowest_kcal_mol": 19.6,
  "fmax_ha_per_bohr": 0.0420,
  "homo_energy_ev": -8.4,
  "elements": ["C", "C", "C", "H", "H", "H", "H", "H", "H", "H", "H", "C", "S", "C", "H", "H", "H", "H", "H", "H"],
  "positions_angstrom": [[-1.539256, -1.030457, -0.443463], [-2.267722, -2.045281, -1.367354], [-1.945606, -3.499193, -1.040752], [-1.435691, -1.493507, 0.534985], [-2.096632, -0.103986, -0.348786], [-0.603394, -1.015321, -1.000657], [-3.363254, -1.990679, -1.378013], [-2.057166, -1.800620, -2.412799], [-2.733042, -4.182424, -1.350839], [-1.016648, -3.866172, -1.490903], [-1.723398, -3.554076, 0.028616], [1.635936, 0.252822, 1.099529], [1.625639, 2.098359, 1.169321], [0.932317, 2.539674, -0.486573], [0.710045, 0.013167, 0.579618], [2.590293, -0.001390, 0.665431], [1.462963, -0.010639, 2.139095], [0.528757, 3.532429, -0.285848], [0.160918, 1.889355, -0.880448], [1.759539, 2.693514, -1.172335]],
  "forces_ev_per_a": [[-0.773, -1.630, -1.187], [-1.174, -0.012, -0.340], [1.028, 0.048, 0.054], [0.257, 0.213, 0.129], [0.411, 0.285, -0.209], [0.465, 0.971, 0.824], [0.050, 0.406, 0.598], [0.332, -0.111, 0.032], [-0.052, -0.017, 0.235], [-0.056, 0.197, -0.226], [-0.535, -0.368, 0.051], [-0.737, 1.899, 0.371], [-0.607, -0.278, -0.543], [0.857, 0.782, 0.989], [0.508, -0.480, -0.343], [-0.160, -0.840, -0.061], [0.548, -0.463, 0.004], [-0.274, -0.054, -0.233], [-0.006, -0.228, 0.167], [-0.083, -0.319, -0.310]]
}

=====

(4)
{
  "formula": "C5H14",
  "method": "ωB97M-V with the def2-TZVPD basis set",
  "de_lowest_kcal_mol": 40.6,
  "fmax_ha_per_bohr": 0.0952,
  "homo_energy_ev": -10.8,
  "elements": ["C", "C", "C", "H", "H", "H", "H", "H", "H", "H", "H", "C", "C", "H", "H", "H", "H", "H", "H"],
  "positions_angstrom": [[2.701804, 0.316861, -0.111895], [1.117037, 0.185923, -0.216702], [0.383744, 0.771054, -1.408804], [3.043563, 1.323175, -0.233138], [3.266190, -0.234783, -0.786255], [3.135194, -0.196230, 0.758409], [0.942462, -0.863891, -0.221845], [0.566413, 0.484758, 0.766871], [0.343663, 1.825310, -1.375512], [0.795608, 0.478260, -2.274426], [-0.608535, 0.316571, -1.476679], [-2.205824, -0.503641, 0.103009], [-1.666791, -0.595949, 1.495924], [-2.610513, 0.505477, -0.042147], [-1.418174, -0.721584, -0.604736], [-2.932911, -1.207382, -0.190480], [-1.954411, 0.467430, 2.068512], [-0.689645, -0.929490, 1.701308], [-2.208866, -1.421869, 2.048582]],
  "forces_ev_per_a": [[-1.843, 0.136, 1.146], [0.573, 0.247, 1.990], [-1.067, -0.346, 2.510], [0.202, 0.741, 0.431], [0.304, -1.067, -2.393], [-0.658, 0.835, 0.647], [-0.210, -1.149, -0.096], [1.395, -0.011, -1.656], [-0.260, 1.246, -0.011], [2.052, -0.873, -3.292], [0.270, 0.867, 0.132], [1.029, 0.780, -0.700], [-3.404, 1.142, 3.327], [0.198, -0.350, -0.473], [-0.046, 0.228, -0.059], [-1.272, -0.886, 0.305], [1.197, -3.003, -1.127], [1.526, 0.367, -0.407], [0.011, 1.094, -0.273]]
}

=====

(5)
{
  "formula": "C2H5BBr2CuN",
  "method": "ωB97M-V with the def2-TZVPD basis set",
  "fmax_ha_per_bohr": 0.0030,
  "homo_energy_ev": -9.2,
  "elements": ["Cu", "Br", "C", "Br", "H", "H", "B", "C", "N", "H", "H", "H"],
  "positions_angstrom": [[-0.689199, -0.985922, 0.034023], [-2.912793, -1.679966, 0.069747], [-3.844390, 0.044855, 0.035578], [-2.634067, 1.512026, 0.154477], [-4.509085, 0.045712, 0.889238], [-4.376751, 0.083287, -0.905380], [3.681797, 0.328869, -0.058150], [2.187664, -0.152064, -0.023543], [1.084150, -0.500906, 0.001841], [3.728013, 1.223704, -0.871882], [4.343293, -0.628940, -0.386712], [3.941373, 0.709346, 1.060766]],
  "forces_ev_per_a": [[0.150, 0.032, -0.003], [-0.111, 0.002, 0.004], [-0.003, 0.001, 0.000], [-0.008, -0.005, 0.000], [0.008, -0.011, 0.003], [0.010, -0.007, -0.003], [-0.053, -0.009, 0.002], [-0.002, -0.001, 0.001], [-0.032, -0.011, -0.002], [0.014, 0.006, -0.003], [0.013, -0.002, -0.002], [0.014, 0.004, 0.004]]
}

=====

(6)
{
  "formula": "C4H10N",
  "method": "ωB97M-V with the def2-TZVPD basis set",
  "charge": 2,
  "s2": 0.752,
  "de_lowest_kcal_mol": 38.2,
  "fmax_ha_per_bohr": 0.0523,
  "homo_energy_ev": [-21.7, -22.7],
  "multiplicity": 2,
  "elements": ["C", "N", "H", "H", "H", "H", "C", "C", "C", "H", "H", "H", "H", "H", "H"],
  "positions_angstrom": [[2.350078, 0.784550, 0.306621], [1.765544, -0.132790, -0.373569], [3.320743, 0.779176, 0.777895], [1.848082, 1.750719, 0.475080], [0.740570, -0.003524, -0.520298], [1.974798, -1.098328, -0.094326], [-1.590905, -1.296150, 0.400062], [-1.486167, 0.184662, 0.192787], [-0.946496, 0.881656, -0.895373], [-2.557782, -1.671299, 0.762907], [-1.282378, -1.767848, -0.530954], [-0.791869, -1.510852, 1.152599], [-1.849644, 0.813832, 1.012948], [-0.875129, 1.970727, -0.890708], [-0.619442, 0.315466, -1.775664]],
  "forces_ev_per_a": [[-0.431, 1.798, 0.029], [-1.059, -0.539, 2.390], [0.431, -0.977, -0.107], [0.102, -0.315, -0.576], [1.511, -0.100, -0.426], [0.748, -0.105, -1.110], [1.079, 1.564, -1.422], [-1.425, -1.015, 2.042], [-0.130, -0.072, -1.032], [0.194, 0.316, 0.241], [-0.196, -0.499, 0.030], [-0.516, -0.093, 0.159], [-0.048, -0.115, -0.131], [-0.040, -0.202, -0.052], [-0.219, 0.355, -0.034]]
}